No. 1
ORCA calculation (ωB97M-V/def2-TZVPD) on the molecule CH5NO2S in a non-equilibrium geometry.

## Properties
**Kohn-Sham gap**: 9.784 eV
**HOMO energy**: -9.072 eV
**Spin multiplicity**: 1
**Lowest unoccupied orbital energy**: 0.712 eV
**Charge**: 0
**DFT total energy**: -644.41305 Eh

Positions of all 10 atoms, in Å:
S1 -1.384 -0.448 -0.589
O1 1.031 0.854 -0.569
O2 -0.109 -1.042 0.313
N1 -2.169 0.636 0.213
C1 1.230 -0.463 0.036
H1 -2.296 1.603 -0.154
H2 1.774 -0.371 0.923
H3 0.626 1.392 0.085
H4 -2.202 -1.621 -0.308
H5 1.806 -1.125 -0.734

No. 2
ORCA calculation (ωB97M-V/def2-TZVPD) on C30H40CoN3P2S2 as an isolated structure.

## Properties
**Kohn-Sham gap (alpha / beta)**: 5.228 / 5.241 eV
**HOMO energy (alpha / beta)**: -6.929 / -6.969 eV
**Spin multiplicity**: 5
**Lowest unoccupied orbital energy (alpha / beta)**: -1.701 / -1.728 eV
**Charge**: 0
**DFT total energy**: -4193.21845 Eh

Positions of all 78 atoms, in Å:
Co1 -0.043 -0.603 0.721
S1 -0.091 -0.972 2.840
S2 -0.076 -3.137 -0.111
P1 2.218 -0.420 0.238
P2 -2.288 -0.335 0.145
N1 1.722 -4.569 3.963
N2 -2.188 -6.347 2.673
N3 0.016 1.368 0.615
C1 -1.308 -5.631 2.484
C2 2.802 -0.082 -1.493
C3 0.858 -4.635 3.208
C4 -3.442 -2.389 1.636
C5 4.963 3.565 2.556
C6 -2.343 1.472 0.130
C7 -4.762 4.328 -0.635
C8 -3.495 3.563 -0.328
C9 -1.106 2.126 0.298
C10 2.442 3.631 2.335
C11 3.587 1.758 1.442
C12 1.992 1.069 -2.098
C13 3.649 2.976 2.101
C14 -0.166 -4.002 1.140
C15 1.179 1.938 1.144
C16 1.234 3.133 1.876
C17 2.724 -1.315 -2.399
C18 -3.502 2.189 -0.159
C19 -2.919 -0.676 -1.567
C20 -3.280 -2.141 -1.814
C21 3.429 -1.385 2.568
C22 -1.092 3.511 0.046
C23 2.381 1.226 0.994
C24 -3.658 -0.921 1.246
C25 3.564 -1.419 1.041
C26 -3.757 -0.064 2.510
C27 -1.887 -0.190 -2.585
C28 3.584 -2.883 0.585
C29 -0.206 -4.739 2.243
C30 -2.256 4.198 -0.247
H1 -2.807 -0.069 3.051
H2 -0.967 -0.781 -2.507
H3 2.318 1.246 -3.126
H4 -4.444 1.654 -0.261
H5 -5.003 4.291 -1.701
H6 0.318 3.659 2.106
H7 2.118 1.993 -1.533
H8 -4.077 -2.489 -1.156
H9 4.256 -3.452 1.232
H10 1.723 -1.757 -2.377
H11 -3.825 -0.072 -1.660
H12 3.842 0.237 -1.386
H13 -2.415 -2.796 -1.677
H14 2.935 -1.030 -3.433
H15 2.598 -3.337 0.670
H16 -4.313 -2.766 2.177
H17 0.926 0.836 -2.113
H18 -4.521 -0.482 3.173
H19 -2.271 -0.310 -3.601
H20 -3.280 -3.041 0.774
H21 -0.153 4.046 0.071
H22 -4.017 0.970 2.292
H23 4.507 1.198 1.294
H24 -2.201 5.268 -0.425
H25 4.869 4.023 3.542
H26 5.741 2.802 2.610
H27 4.503 -0.945 0.744
H28 3.440 -2.085 -2.120
H29 2.446 4.557 2.903
H30 -4.580 -0.831 0.663
H31 -4.663 5.378 -0.357
H32 2.488 -1.843 2.885
H33 5.307 4.341 1.867
H34 -2.574 -2.467 2.296
H35 -1.632 0.860 -2.437
H36 -3.620 -2.267 -2.844
H37 -5.612 3.915 -0.091
H38 3.457 -0.377 2.975
H39 3.929 -3.009 -0.438
H40 4.242 -1.963 3.015

No. 3
ORCA calculation (ωB97M-V/def2-TZVPD) on a 7-piece molecular cluster, H14O7 overall in a non-equilibrium geometry.

## Properties
**SMILES**: O.O.O.O.O.O.O
**Kohn-Sham gap**: 9.654 eV
**HOMO energy**: -10.409 eV
**Spin multiplicity**: 1
**Lowest unoccupied orbital energy**: -0.755 eV
**Charge**: 0
**DFT total energy**: -535.03199 Eh

Positions of all 21 atoms, in Å:
O1 0.588 -0.922 -0.412
O2 1.655 1.833 2.845
O3 -1.789 -0.259 0.713
O4 -0.615 0.367 -2.614
O5 -2.737 -1.217 -1.838
O6 1.581 1.335 0.313
O7 0.640 -2.679 1.692
H1 0.931 1.884 -0.097
H2 1.033 -0.093 -0.210
H3 0.319 -2.234 0.924
H4 -0.933 -0.271 0.400
H5 0.458 -0.821 -1.364
H6 2.390 1.441 -0.224
H7 1.436 1.767 1.924
H8 -1.973 -0.769 -2.243
H9 -0.727 0.858 -3.402
H10 -0.712 1.077 -1.945
H11 -1.799 0.080 1.651
H12 -2.392 -1.665 -1.077
H13 1.165 2.475 3.402
H14 1.480 -2.179 1.565

No. 4
ORCA calculation (ωB97M-V/def2-TZVPD) on C38H56InN8OP2S as an isolated structure in a non-equilibrium geometry.

## Properties
**Kohn-Sham gap**: 6.464 eV
**HOMO energy**: -9.235 eV
**Spin multiplicity**: 1
**Lowest unoccupied orbital energy**: -2.770 eV
**Charge**: +1
**DFT total energy**: -3265.77744 Eh

Positions of all 107 atoms, in Å:
In1 3.924 -20.585 -6.295
S1 5.426 -21.630 -8.052
P1 1.781 -20.167 -7.701
P2 5.223 -21.653 -4.119
O1 -0.829 -19.597 -3.587
N1 7.568 -20.391 -8.980
N2 5.494 -18.937 -6.550
N3 -3.192 -22.371 -6.303
N4 3.430 -18.823 -4.860
N5 2.640 -22.164 -5.511
N6 -3.801 -21.203 -4.363
N7 6.588 -19.176 -7.341
N8 -1.660 -21.109 -5.131
C1 3.021 -16.716 -3.084
C2 0.269 -22.552 -8.373
C3 2.446 -18.541 -9.887
C4 4.163 -16.749 -3.933
C5 0.017 -23.928 -8.188
C6 -2.887 -21.608 -5.235
C7 4.351 -17.777 -4.813
C8 6.266 -20.615 -3.010
C9 0.494 -24.612 -7.059
C10 2.726 -21.022 -10.201
C11 -0.857 -19.166 -8.064
C12 2.498 -22.183 -4.135
C13 5.544 -17.965 -5.701
C14 3.405 -21.458 -1.971
C15 -3.081 -20.454 -3.377
C16 -1.706 -20.333 -3.988
C17 9.732 -19.863 -7.883
C18 2.184 -21.649 -1.356
C19 7.322 -23.265 -4.898
C20 6.560 -20.269 -8.091
C21 1.930 -19.900 -9.577
C22 5.592 -24.296 -3.271
C23 2.061 -17.707 -3.215
C24 1.303 -22.521 -3.398
C25 3.587 -21.805 -3.292
C26 1.370 -23.948 -6.198
C27 5.823 -23.334 -4.434
C28 0.433 -19.053 -7.179
C29 7.420 -19.939 -3.769
C30 0.914 -17.653 -6.914
C31 -5.040 -21.970 -4.098
C32 6.797 -21.221 -1.723
C33 1.669 -22.589 -6.377
C34 2.331 -18.681 -4.118
C35 1.159 -21.863 -7.496
C36 1.148 -22.259 -2.025
C37 8.766 -19.526 -8.959
C38 6.689 -17.082 -5.604
H1 0.277 -22.577 -1.452
H2 -2.463 -22.780 -6.869
H3 0.814 -16.955 -7.734
H4 1.670 -19.541 -4.289
H5 0.892 -19.973 -9.891
H6 7.564 -22.494 -5.635
H7 7.139 -19.338 -4.650
H8 5.683 -25.337 -3.573
H9 -1.108 -20.194 -8.237
H10 3.475 -18.390 -9.512
H11 7.559 -17.641 -5.887
H12 -3.477 -19.500 -3.211
H13 0.414 -22.897 -3.909
H14 6.561 -16.223 -6.258
H15 -5.236 -21.932 -3.014
H16 3.770 -20.892 -9.984
H17 -4.726 -23.046 -4.177
H18 1.797 -24.538 -5.395
H19 7.053 -20.456 -1.044
H20 4.253 -21.102 -1.379
H21 9.233 -19.735 -9.928
H22 -0.590 -24.357 -9.015
H23 -0.847 -18.667 -9.063
H24 6.021 -21.787 -1.214
H25 6.877 -16.689 -4.662
H26 8.503 -18.460 -8.998
H27 7.669 -24.232 -5.318
H28 0.277 -25.638 -6.954
H29 2.578 -18.391 -10.945
H30 1.980 -17.574 -6.634
H31 -1.725 -18.705 -7.525
H32 -3.039 -20.959 -2.450
H33 5.233 -23.644 -5.272
H34 9.493 -19.430 -6.886
H35 2.481 -21.057 -11.249
H36 7.608 -21.930 -2.004
H37 2.138 -21.386 -0.315
H38 0.168 -19.574 -6.251
H39 -4.186 -22.665 -6.424
H40 9.612 -20.953 -7.687
H41 2.915 -15.895 -2.308
H42 7.953 -19.255 -3.067
H43 2.410 -22.012 -9.843
H44 5.437 -19.832 -2.813
H45 0.238 -17.280 -6.090
H46 7.776 -21.313 -9.246
H47 6.314 -24.151 -2.452
H48 -5.912 -21.674 -4.622
H49 7.990 -22.984 -4.063
H50 10.732 -19.560 -8.153
H51 4.585 -24.071 -2.912
H52 4.866 -15.919 -3.799
H53 8.002 -20.749 -4.099
H54 1.797 -17.791 -9.435
H55 1.145 -17.709 -2.653
H56 -0.157 -22.029 -9.207

No. 5
ORCA calculation (ωB97M-V/def2-TZVPD) on a 2-piece molecular cluster, C3H13N2 overall in a non-equilibrium geometry.

## Properties
**Kohn-Sham gap (alpha / beta)**: 12.508 / 6.284 eV
**HOMO energy (alpha / beta)**: -20.146 / -20.146 eV
**Spin multiplicity**: 2
**Lowest unoccupied orbital energy (alpha / beta)**: -7.638 / -13.862 eV
**Charge**: +2
**DFT total energy**: -230.82688 Eh

Positions of all 18 atoms, in Å:
N1 2.374 1.188 -0.285
N2 -0.851 -1.002 -0.774
C1 -2.666 -0.130 1.933
C2 0.234 0.162 -1.067
C3 1.545 -0.054 -0.215
H1 -3.397 -0.898 1.690
H2 -2.322 0.436 1.002
H3 0.465 0.081 -2.107
H4 -1.320 -0.872 0.150
H5 3.226 1.018 0.254
H6 -0.229 1.107 -0.730
H7 -1.804 -0.584 2.437
H8 2.075 -0.927 -0.519
H9 -3.141 0.628 2.605
H10 -1.583 -0.985 -1.483
H11 1.888 1.938 0.230
H12 -0.365 -1.914 -0.873
H13 1.170 -0.197 0.852

No. 6
ORCA calculation (ωB97M-V/def2-TZVPD) on C24H31BN13OSTi as an isolated structure.

## Properties
**Kohn-Sham gap (alpha / beta)**: 7.686 / 8.335 eV
**HOMO energy (alpha / beta)**: -7.745 / -8.357 eV
**Spin multiplicity**: 2
**Lowest unoccupied orbital energy (alpha / beta)**: -0.059 / -0.023 eV
**Charge**: 0
**DFT total energy**: -2992.86805 Eh

Positions of all 72 atoms, in Å:
Ti1 -0.477 -0.234 0.018
S1 -2.383 1.982 -0.541
O1 -0.888 -0.357 -1.816
N1 0.442 -2.324 0.002
N2 4.780 -2.191 0.165
N3 -4.851 1.964 0.459
N4 -3.691 0.047 0.874
N5 2.377 -0.437 1.134
N6 -1.632 -1.445 3.752
N7 4.047 -1.300 -0.544
N8 1.876 -0.564 -2.583
N9 -2.619 -0.804 0.660
N10 1.115 -0.193 1.577
N11 -1.048 1.748 0.435
N12 1.765 -2.384 -0.276
N13 1.961 -0.118 -1.304
C1 2.522 -0.140 3.316
C2 1.082 -4.474 -0.115
C3 6.123 -1.029 -1.230
C4 -0.858 2.789 1.490
C5 -4.547 -0.809 -3.658
C6 1.698 0.508 -3.324
C7 2.170 -3.657 -0.357
C8 -3.120 -1.085 -1.766
C9 -1.486 4.137 1.117
C10 0.639 3.064 1.654
C11 0.033 -3.588 0.110
C12 4.833 -0.586 -1.385
C13 -3.725 1.213 0.352
C14 -3.479 -0.271 -4.368
C15 -1.499 2.321 2.801
C16 -4.367 -1.225 -2.346
C17 1.687 1.688 -2.547
C18 3.235 -0.412 2.165
C19 -2.602 -1.474 -0.440
C20 1.881 1.251 -1.267
C21 1.200 -0.023 2.895
C22 -2.042 -0.520 -2.473
C23 -2.226 -0.123 -3.791
C24 6.026 -2.035 -0.250
B1 2.574 -1.068 -0.270
H1 -5.187 -1.653 -1.783
H2 -2.575 4.108 1.119
H3 -1.307 3.032 3.608
H4 -1.396 0.310 -4.334
H5 1.218 2.165 1.836
H6 -2.581 2.241 2.676
H7 -1.135 1.340 3.100
H8 6.808 -2.650 0.167
H9 -2.125 -1.585 4.625
H10 1.975 1.788 -0.340
H11 -1.151 4.465 0.131
H12 1.019 3.549 0.752
H13 3.203 -3.884 -0.552
H14 -5.515 -0.909 -4.130
H15 -1.867 -2.271 -0.472
H16 0.803 3.743 2.493
H17 1.548 2.703 -2.876
H18 -4.864 2.881 0.053
H19 1.057 -5.549 -0.102
H20 0.312 0.147 3.477
H21 -3.628 0.046 -5.392
H22 -1.171 4.881 1.851
H23 -1.112 -2.295 3.564
H24 1.584 0.406 -4.392
H25 4.279 -0.622 2.009
H26 -5.721 1.513 0.688
H27 -0.991 -3.821 0.355
H28 2.902 -0.050 4.318
H29 -2.322 -1.341 3.016
H30 6.999 -0.688 -1.753
H31 4.416 0.162 -2.040

> Among the records above, which one has the highest charge?

C3H13N2